{"formula": "C4H7NO2", "method": "wB97M-V/def2-TZVPD", "symbols": ["C", "C", "O", "C", "C", "N", "O", "H", "H", "H", "H", "H", "H", "H"], "coordinates": [[-2.3218, 0.8042, -0.1952], [0.0945, -0.4407, 1.6083], [0.0495, -1.4262, 0.7310], [0.9897, -1.2598, -0.3469], [1.7002, -0.0057, 0.0439], [2.6628, 0.5499, -0.5296], [1.0503, 0.4250, 1.2028], [-2.9438, 1.7006, -0.2467], [-2.9121, -0.0700, -0.4795], [-1.4624, 0.9220, -0.8619], [-1.9429, 0.6702, 0.8170], [0.4447, -1.1466, -1.2852], [1.6381, -2.1335, -0.3913], [2.9531, 1.4106, -0.0668]], "forces_ev_per_angstrom": [[0.05, 0.04, -0.01], [0.25, -0.08, -0.25], [-0.11, 0.07, 0.22], [0.03, 0.00, -0.07], [0.23, -0.02, -0.31], [-0.30, -0.04, 0.21], [0.01, 0.02, 0.14], [0.10, -0.12, 0.00], [0.13, 0.12, -0.01], [-0.19, -0.03, -0.04], [-0.19, 0.05, 0.00], [0.04, -0.02, 0.08], [0.00, 0.10, 0.00], [-0.06, -0.08, 0.04]], "orbital_gap_ev": 10.6904, "e_tot_ev": -9844.2848, "charge": 0, "fmax_ha_per_bohr": 0.0074, "e_homo_ev": -9.90, "relative_energy_ev": 2.995}

=====

{"formula": "C4H7NO2", "method": "wB97M-V/def2-TZVPD", "symbols": ["C", "C", "C", "O", "C", "O", "N", "H", "H", "H", "H", "H", "H", "H"], "coordinates": [[-1.0975, -0.9083, 0.9943], [-0.3506, -0.4858, -0.2520], [-0.9191, 1.7776, 0.0232], [-0.8585, 0.7694, -0.8047], [1.1636, -0.4209, -0.0274], [1.7025, -1.1787, 0.7566], [1.8413, 0.4477, -0.8212], [-0.9320, -0.1894, 1.7984], [-2.1693, -0.9765, 0.7859], [-0.7258, -1.8851, 1.3094], [-0.5234, -1.1998, -1.0647], [-1.3330, 2.5787, -0.6379], [1.3668, 1.1321, -1.3853], [2.8349, 0.5390, -0.6746]], "forces_ev_per_angstrom": [[-0.02, 0.01, 0.05], [-0.03, -0.24, 0.07], [-0.07, -0.17, -0.45], [-0.05, 0.34, 0.29], [0.12, -0.13, 0.07], [-0.15, 0.28, -0.28], [0.06, 0.01, 0.05], [-0.02, -0.10, -0.10], [0.15, 0.00, 0.00], [-0.05, 0.13, -0.05], [0.06, 0.08, 0.11], [0.07, -0.08, 0.15], [0.07, -0.11, 0.10], [-0.14, -0.02, -0.01]], "orbital_gap_ev": 9.3721, "e_tot_ev": -9844.0385, "charge": 0, "fmax_ha_per_bohr": 0.0095, "e_homo_ev": -8.95, "relative_energy_ev": 3.241}

=====

{"formula": "C4H7NO2", "method": "wB97M-V/def2-TZVPD", "symbols": ["C", "C", "N", "H", "H", "H", "C", "O", "H", "H", "C", "O", "H", "H"], "coordinates": [[-2.3936, -0.2521, -0.3252], [-1.4537, 0.7237, -0.8682], [-0.7152, 1.5013, -1.3033], [-1.9861, -0.6505, 0.6063], [-3.3601, 0.2248, -0.1467], [-2.5234, -1.0710, -1.0371], [1.2484, -1.2977, 1.2163], [0.1466, -0.8174, 1.3530], [2.0694, -1.0776, 1.9183], [1.4911, -1.9918, 0.3922], [1.9888, 1.1136, -0.4650], [2.7508, 0.1894, -0.2938], [1.2484, 1.4093, 0.2983], [1.9729, 1.6917, -1.4037]], "forces_ev_per_angstrom": [[-0.05, -0.04, 0.02], [0.62, 0.72, -0.43], [-0.83, -0.81, 0.40], [-0.08, 0.08, -0.15], [0.13, -0.06, -0.02], [0.01, 0.11, 0.08], [-0.23, 0.05, 0.15], [0.49, -0.21, -0.05], [-0.09, -0.04, -0.02], [-0.08, 0.07, 0.09], [0.24, -0.20, 0.02], [-0.35, 0.36, -0.13], [0.13, -0.03, -0.06], [0.09, -0.01, 0.11]], "orbital_gap_ev": 10.9076, "e_tot_ev": -9844.6319, "smiles": "CC#N.C=O.C=O", "charge": 0, "fmax_ha_per_bohr": 0.0239, "e_homo_ev": -10.06, "relative_energy_ev": 2.648}